# 1
Formula: C19H38N7O4
Source: OMol25
Level of theory: the ωB97M-V functional and the def2-TZVPD basis

Geometry as XYZ:
```
68
Properties=species:S:1:pos:R:3:lowdin_charge:R:1
C 4.338 -3.596 0.711 0.08
C 4.104 -2.292 1.452 -0.11
N 3.545 -1.162 0.552 -0.17
C 4.588 -0.157 0.174 0.08
C 4.073 1.071 -0.840 0.08
C 2.480 0.917 -1.201 0.07
C 1.582 -0.302 -0.602 -0.09
C -0.040 -0.508 -0.950 -0.19
N -0.806 -0.264 0.338 -0.03
N 2.226 -1.298 0.287 0.13
H 3.623 -4.523 0.811 0.08
H 5.259 -3.599 -0.035 0.10
H 4.290 -2.156 2.601 0.13
H 5.727 -0.221 0.524 0.16
H 4.787 1.912 -1.245 0.10
H 1.936 1.707 -1.896 0.13
H -0.323 0.248 -1.802 0.13
H -0.198 -1.631 -1.314 0.15
H -0.842 -1.114 0.949 0.09
H -0.270 0.463 0.893 0.09
C 6.474 4.361 -1.388 -0.33
O 5.483 4.202 -2.089 -0.01
N 6.475 4.874 -0.108 -0.21
C 7.694 5.031 0.659 -0.06
C 5.217 5.269 0.491 -0.05
H 7.481 4.093 -1.746 0.13
H 7.614 4.439 1.575 0.09
H 7.817 6.087 0.915 0.10
H 8.564 4.695 0.089 0.09
H 4.552 4.401 0.527 0.08
H 4.754 6.041 -0.130 0.10
H 5.374 5.655 1.502 0.09
C 3.516 -7.568 0.777 -0.33
O 2.689 -6.783 0.329 -0.02
N 3.477 -8.144 2.028 -0.21
C 4.496 -9.067 2.485 -0.06
C 2.381 -7.818 2.918 -0.05
H 4.389 -7.883 0.183 0.13
H 4.025 -10.025 2.723 0.09
H 4.968 -8.657 3.383 0.09
H 5.259 -9.223 1.718 0.09
H 1.438 -8.100 2.439 0.10
H 2.376 -6.738 3.095 0.09
H 2.484 -8.347 3.869 0.09
C -5.226 -0.419 -2.114 -0.34
O -6.217 -0.578 -2.815 0.00
N -5.225 0.094 -0.834 -0.20
C -4.006 0.251 -0.067 -0.09
C -6.483 0.489 -0.235 -0.06
H -4.219 -0.686 -2.472 0.12
H -4.086 -0.341 0.849 0.09
H -3.883 1.308 0.189 0.09
H -3.136 -0.084 -0.637 0.04
H -7.148 -0.379 -0.199 0.10
H -6.946 1.262 -0.856 0.06
H -6.326 0.875 0.776 0.09
C -9.105 3.249 -0.597 -0.28
O -8.258 2.415 -0.305 -0.02
N -8.887 4.379 -1.356 -0.20
C -9.945 5.321 -1.658 -0.06
C -7.557 4.635 -1.868 -0.05
H -10.149 3.152 -0.258 0.14
H -10.064 5.384 -2.744 0.09
H -9.669 6.303 -1.262 0.09
H -10.892 5.008 -1.211 0.09
H -7.253 3.797 -2.503 0.10
H -6.860 4.711 -1.028 0.09
H -7.538 5.562 -2.448 0.09
```

Strongest force on any atom (eV/Å): 5.7
2S+1: 1
Charge: +1
Energy (hartree): -1430.3543

# 2
Formula: C19H38NO3P3Pt
Source: OMol25
Level of theory: the ωB97M-V functional and the def2-TZVPD basis

Geometry as XYZ:
```
65
Properties=species:S:1:pos:R:3:lowdin_charge:R:1
P -0.655 -0.112 2.590 0.94
C 0.316 0.868 3.815 -0.19
H -0.015 0.637 4.838 0.10
H 0.167 1.938 3.629 0.05
H 1.381 0.634 3.724 0.05
C -2.280 0.576 3.086 -0.20
H -3.101 -0.044 2.708 0.04
H -2.347 1.571 2.622 0.07
H -2.381 0.683 4.180 0.10
C -0.618 -1.687 3.528 -0.21
H -1.068 -1.601 4.532 0.10
H 0.425 -2.022 3.628 0.06
H -1.171 -2.427 2.935 0.04
P 1.706 -2.574 -1.076 0.69
C 3.470 -2.506 -0.667 -0.19
H 3.970 -3.299 -1.242 0.10
H 3.612 -2.679 0.408 0.07
H 3.886 -1.527 -0.940 0.06
C 1.164 -4.159 -0.430 -0.20
H 0.158 -4.399 -0.800 0.04
H 1.152 -4.117 0.670 0.07
H 1.882 -4.926 -0.765 0.10
C 1.659 -2.562 -2.876 -0.20
H 2.128 -3.486 -3.250 0.10
H 2.212 -1.690 -3.259 0.07
H 0.615 -2.502 -3.210 0.05
P -0.396 1.859 -1.862 0.94
C 0.853 3.171 -2.204 -0.20
H 0.388 4.022 -2.723 0.10
H 1.660 2.767 -2.822 0.06
H 1.280 3.520 -1.258 0.05
C -0.915 1.630 -3.606 -0.21
H -0.970 2.581 -4.162 0.10
H -1.889 1.127 -3.646 0.04
H -0.161 0.982 -4.074 0.06
C -1.697 3.004 -1.252 -0.20
H -1.992 3.759 -2.001 0.10
H -1.329 3.521 -0.353 0.05
H -2.571 2.407 -0.972 0.04
Pt 0.630 -0.668 -0.243 0.92
C 1.684 -0.898 1.304 -0.42
O 2.473 -0.950 2.161 0.16
C 1.823 0.275 -1.363 -0.42
O 2.737 0.792 -1.888 0.16
C -2.365 -1.478 -2.234 0.03
C -3.088 -0.508 -1.519 -0.01
C -3.361 -0.705 -0.170 -0.01
C -2.940 -1.883 0.471 0.02
C -2.222 -2.837 -0.240 0.00
C -1.940 -2.641 -1.602 -0.04
H -2.097 -1.293 -3.280 0.15
H -3.413 0.409 -2.020 0.13
H -3.873 0.075 0.405 0.14
H -3.155 -2.033 1.533 0.14
H -1.839 -3.724 0.275 0.14
H -1.375 -3.393 -2.157 0.13
C 0.899 4.022 1.791 0.03
C 1.283 2.697 1.232 -0.54
N 2.604 2.372 1.162 0.24
O 0.405 1.874 0.826 -0.20
H 1.334 4.824 1.176 0.12
H 1.302 4.125 2.809 0.12
H -0.199 4.114 1.810 0.10
H 2.871 1.471 0.813 0.08
H 3.297 3.022 1.503 0.15
```

Strongest force on any atom (eV/Å): 7.1
2S+1: 5
Charge: +4
Energy (hartree): -2168.9016

# 3
Formula: C19H38O
Source: OMol25
Level of theory: the ωB97M-V functional and the def2-TZVPD basis

Geometry as XYZ:
```
58
Properties=species:S:1:pos:R:3:lowdin_charge:R:1
C -6.333 -1.390 0.612 -0.05
C -5.713 -0.513 -0.437 -0.31
C -6.130 0.734 -0.627 -0.06
C -7.219 1.405 0.158 -0.28
O -7.489 2.719 -0.269 -0.07
C -4.604 -1.088 -1.279 -0.16
C -3.219 -0.581 -0.853 -0.18
C -2.817 -0.984 0.570 -0.38
C -2.482 -2.472 0.658 -0.06
C -1.657 -0.120 1.088 -0.18
C -0.381 -0.177 0.250 -0.21
C 0.727 0.671 0.873 -0.19
C 2.064 0.591 0.123 -0.38
C 1.932 1.164 -1.287 -0.07
C 3.165 1.326 0.913 -0.18
C 4.488 0.562 1.010 -0.20
C 5.195 0.388 -0.332 -0.20
C 6.540 -0.342 -0.228 -0.44
C 7.598 0.507 0.473 -0.08
C 7.030 -0.723 -1.625 -0.09
H -5.764 -2.305 0.749 0.07
H -7.349 -1.659 0.321 0.09
H -6.396 -0.871 1.567 0.08
H -5.686 1.341 -1.405 0.12
H -6.967 1.399 1.234 0.12
H -8.163 0.861 0.041 0.13
H -6.666 3.220 -0.256 0.08
H -4.628 -2.177 -1.232 0.10
H -4.759 -0.799 -2.322 0.11
H -3.219 0.509 -0.923 0.12
H -2.480 -0.964 -1.560 0.11
H -3.670 -0.787 1.228 0.13
H -3.357 -3.080 0.445 0.06
H -1.706 -2.739 -0.056 0.08
H -2.133 -2.723 1.657 0.08
H -1.993 0.919 1.138 0.12
H -1.423 -0.433 2.109 0.11
H -0.596 0.185 -0.755 0.10
H -0.033 -1.208 0.174 0.12
H 0.882 0.330 1.900 0.12
H 0.405 1.714 0.917 0.12
H 2.339 -0.467 0.046 0.13
H 2.901 1.216 -1.775 0.06
H 1.517 2.169 -1.246 0.09
H 1.280 0.548 -1.902 0.07
H 2.815 1.507 1.932 0.11
H 3.348 2.302 0.459 0.12
H 5.141 1.108 1.694 0.10
H 4.302 -0.422 1.448 0.12
H 5.358 1.369 -0.785 0.12
H 4.549 -0.186 -0.998 0.11
H 6.391 -1.261 0.350 0.13
H 8.549 -0.020 0.497 0.07
H 7.740 1.447 -0.057 0.08
H 7.310 0.730 1.497 0.07
H 6.308 -1.361 -2.128 0.07
H 7.178 0.170 -2.229 0.08
H 7.976 -1.257 -1.567 0.07
```

Strongest force on any atom (eV/Å): 0.5
2S+1: 1
SMILES: C/C(=C\CO)CC[C@@H](C)CCC[C@@H](C)CCCC(C)C
Energy (hartree): -821.9761

# 4
Formula: C19H38O2
Source: OMol25
Level of theory: the ωB97M-V functional and the def2-TZVPD basis

Geometry as XYZ:
```
59
Properties=species:S:1:pos:R:3:lowdin_charge:R:1
C -0.126 -4.875 -1.638 -0.13
C -0.559 -4.847 -0.233 -0.33
C -1.269 -3.646 0.062 -0.33
C -1.629 -3.371 1.515 -0.19
C -2.358 -1.939 1.752 -0.27
C -3.622 -1.685 1.334 -0.32
C -3.621 -0.719 0.194 -0.35
C -3.332 0.549 0.269 -0.37
C -3.283 1.441 -0.965 -0.19
C -3.111 2.918 -0.588 -0.12
C -1.436 3.105 -0.087 -0.04
C -0.449 3.049 -1.343 -0.27
C 0.692 3.201 -0.827 -0.29
C 1.929 2.925 -1.760 -0.27
H 1.585 2.199 -2.636 0.18
H 1.957 4.024 -2.259 0.17
C 3.136 2.762 -1.220 -0.20
C 3.279 1.301 -0.733 -0.20
O 3.398 0.118 -1.572 -0.09
O 3.185 1.140 0.637 -0.01
C 3.046 -0.168 0.992 -0.32
C 3.670 -0.057 2.670 0.04
H 2.984 0.525 3.157 0.02
H 3.553 -1.042 3.155 0.06
H 4.661 0.091 2.327 0.05
C 1.525 -0.729 1.011 0.02
H 1.338 -1.532 1.398 -0.05
H 1.332 -0.815 -0.039 0.07
H 0.959 0.124 1.663 0.14
H 3.601 -0.844 0.568 0.06
H 3.587 3.224 -0.455 0.08
H 4.020 2.794 -2.179 0.22
H 0.979 2.244 0.038 0.19
H 0.919 4.143 -0.190 0.17
H -0.754 2.183 -1.766 0.11
H -0.620 3.699 -1.903 0.03
H -1.374 2.467 0.530 -0.07
H -1.552 4.251 0.543 0.19
H -3.205 3.481 -1.464 0.07
H -3.570 3.266 0.284 0.07
H -4.416 1.390 -1.202 0.16
H -2.436 1.136 -1.336 0.04
H -2.372 0.774 0.930 0.16
H -4.213 1.062 1.062 0.20
H -2.712 -1.221 -0.716 0.21
H -4.718 -1.060 -0.443 0.19
H -4.393 -1.309 2.085 0.14
H -4.229 -2.745 1.084 0.18
H -1.498 -1.310 1.537 0.08
H -2.156 -1.934 3.045 0.18
H -2.220 -4.229 1.779 0.09
H -0.636 -3.524 2.078 0.12
H -0.710 -2.797 -0.308 0.10
H -2.241 -3.431 -0.441 0.12
H 0.345 -4.775 0.466 0.14
H -1.001 -5.669 0.269 0.11
H -1.022 -4.812 -2.415 0.12
H 0.521 -5.711 -1.883 0.06
H 0.573 -4.096 -1.999 0.08
```

Strongest force on any atom (eV/Å): 18.0
2S+1: 1
Energy (hartree): -896.5371